1.
{"formula": "C14H20BBaBr10O8", "method": "ωB97M-V/def2-TZVPD", "homo_lumo_gap_ev": 5.482, "homo_energy_ev": -11.22, "charge": 1, "relative_energy_kcal_mol": 0.0, "elements": ["Ba", "O", "C", "O", "B", "O", "C", "O", "O", "C", "O", "C", "O", "O", "Br", "C", "C", "Br", "H", "H", "H", "H", "Br", "C", "C", "Br", "H", "H", "H", "H", "Br", "C", "C", "Br", "H", "H", "H", "H", "Br", "C", "C", "Br", "H", "H", "H", "H", "Br", "C", "C", "Br", "H", "H", "H", "H"], "positions_angstrom": [[-5.679, 2.704, 2.799], [-4.255, 0.420, 2.453], [-3.299, 0.434, 1.701], [-2.643, -0.552, 1.233], [-1.607, -0.045, 0.308], [-1.956, 1.386, 0.096], [-2.850, 1.718, 0.939], [-3.459, 2.766, 1.114], [-1.644, -0.757, -0.970], [-0.408, -1.119, -1.275], [-0.014, -1.646, -2.263], [0.484, -0.771, -0.082], [-0.277, -0.194, 0.849], [1.643, -0.978, -0.015], [-2.748, -2.492, -5.486], [-0.843, -2.089, -5.263], [-0.035, -2.425, -6.509], [1.767, -1.758, -6.331], [-0.557, -2.724, -4.434], [-0.665, -1.070, -4.934], [-0.441, -2.124, -7.466], [0.110, -3.502, -6.492], [5.213, -0.524, -2.025], [4.092, 0.975, -1.374], [4.187, 0.955, 0.141], [2.887, 2.259, 0.874], [3.078, 0.846, -1.732], [4.473, 1.927, -1.736], [5.134, 1.372, 0.461], [3.987, -0.024, 0.548], [0.797, -2.101, 4.779], [0.883, -0.821, 3.315], [0.680, 0.637, 3.715], [-1.026, 0.814, 4.672], [0.126, -1.040, 2.566], [1.843, -0.934, 2.812], [0.579, 1.256, 2.832], [1.428, 0.955, 4.433], [0.400, -4.322, -0.368], [-0.221, -3.842, 1.422], [-1.663, -3.424, 1.305], [-2.547, -3.248, 3.005], [0.505, -3.115, 1.765], [-0.187, -4.709, 2.079], [-2.231, -4.142, 0.715], [-1.843, -2.520, 0.721], [0.767, 5.297, -1.411], [-0.346, 4.399, -0.024], [0.027, 5.035, 1.279], [-0.839, 3.972, 2.744], [-0.096, 3.345, -0.052], [-1.397, 4.534, -0.261], [-0.405, 6.025, 1.361], [1.092, 4.980, 1.467]], "forces_ev_per_angstrom": [[1.55, -0.81, -0.61], [-0.98, 0.73, 0.73], [0.27, 0.29, -0.96], [-0.28, 0.14, 0.64], [0.85, -1.12, -1.26], [-0.13, 1.18, 0.25], [-0.86, -0.71, 0.60], [-0.51, 0.31, 0.08], [-0.81, 0.63, 0.56], [0.87, -0.51, -0.37], [-0.36, 0.23, -0.16], [0.09, -0.10, -0.61], [-0.69, 0.65, -0.07], [0.85, -0.04, 0.39], [0.31, 0.29, -0.12], [0.35, 0.03, 0.00], [-0.20, -1.03, 0.63], [0.17, 0.32, 0.02], [0.19, -0.03, -0.05], [-0.55, 0.15, -0.16], [-0.11, 0.30, 0.09], [-0.16, -0.04, -0.42], [-0.45, 0.72, 0.11], [0.26, -0.13, 0.43], [-0.05, 0.54, -0.50], [-0.02, -0.30, -0.04], [0.00, -0.33, -0.05], [0.19, -0.21, -0.29], [0.10, -0.31, 0.12], [-0.19, 0.00, 0.24], [0.17, 0.28, -0.29], [-0.26, 0.43, -0.26], [-0.05, -1.09, 0.56], [-0.24, 0.20, -0.17], [0.06, -0.51, 0.69], [0.12, 0.03, 0.21], [0.29, 0.15, 0.02], [0.03, 0.32, -0.18], [-0.04, -0.19, 0.28], [-0.09, -0.50, -0.01], [-0.43, 0.25, -1.17], [0.01, 0.06, 0.25], [-0.28, 0.27, 0.17], [0.32, -0.10, -0.23], [0.16, -0.42, 0.41], [0.39, -0.01, 0.47], [-0.60, -0.38, 0.45], [0.49, 0.11, -0.48], [-0.62, -0.45, 0.31], [0.34, 0.31, -0.27], [0.13, 0.00, -0.10], [0.06, 0.10, -0.18], [0.34, 0.13, 0.15], [0.00, 0.17, 0.16]]}

2.
{"formula": "C8H20N2", "method": "ωB97M-V/def2-TZVPD", "homo_lumo_gap_ev": [7.333, 6.993], "homo_energy_ev": [-6.53, -6.20], "charge": 0, "relative_energy_kcal_mol": 102.1, "elements": ["C", "C", "C", "C", "C", "C", "C", "C", "N", "N", "H", "H", "H", "H", "H", "H", "H", "H", "H", "H", "H", "H", "H", "H", "H", "H", "H", "H", "H", "H"], "positions_angstrom": [[-0.684, 0.282, 0.315], [1.687, 0.247, 0.596], [-2.324, -0.040, -1.819], [-1.237, -0.834, 1.169], [2.216, 1.457, -0.131], [1.690, 0.422, 2.093], [2.296, -1.051, 0.140], [-2.453, -1.470, -2.236], [-0.320, -0.005, -0.929], [-1.110, 1.546, 0.677], [-0.047, 0.838, -1.430], [-0.900, 2.314, 0.058], [-1.643, 1.649, 1.528], [-2.150, 0.676, -2.618], [-3.068, 0.323, -1.113], [-1.076, -0.639, 2.232], [-2.318, -0.919, 1.026], [-0.778, -1.778, 0.880], [1.827, -1.910, 0.629], [3.260, 1.677, 0.155], [2.224, 1.315, -1.215], [1.641, 2.357, 0.110], [1.146, 1.321, 2.398], [1.269, -0.445, 2.609], [2.720, 0.527, 2.482], [3.373, -1.098, 0.381], [2.222, -1.181, -0.941], [-1.575, -1.795, -2.802], [-2.552, -2.133, -1.370], [-3.333, -1.653, -2.875]], "forces_ev_per_angstrom": [[0.58, 0.15, -0.02], [0.49, 0.11, 0.82], [0.27, -0.02, -0.48], [0.37, 0.24, -0.03], [-0.14, -0.04, -0.05], [0.16, 0.00, 0.02], [-0.10, -0.03, -0.11], [0.04, -0.20, -0.08], [-1.55, -0.25, -0.47], [0.27, -0.66, 0.11], [-0.10, 0.03, 0.02], [-0.26, 0.02, 0.39], [0.25, 0.38, -0.30], [0.04, -0.06, 0.01], [0.25, 0.00, 0.19], [0.10, -0.06, -0.05], [0.00, 0.08, -0.17], [0.03, 0.08, 0.08], [-0.01, 0.02, -0.06], [-0.17, -0.12, 0.04], [-0.07, 0.01, 0.04], [-0.02, 0.00, -0.03], [-0.03, -0.06, -0.01], [-0.07, 0.03, -0.04], [-0.09, 0.03, -0.11], [-0.15, 0.11, 0.09], [-0.14, 0.00, 0.06], [-0.09, 0.04, 0.09], [0.05, 0.07, -0.07], [0.10, 0.11, 0.12]]}